{"formula": "C51H43N2O9", "method": "wB97M-V/def2-TZVPD", "symbols": ["C", "C", "C", "C", "N", "C", "C", "C", "C", "N", "O", "C", "O", "O", "H", "H", "H", "H", "H", "H", "H", "H", "H", "H", "H", "H", "H", "H", "H", "H", "H", "H", "H", "C", "C", "C", "C", "C", "C", "C", "O", "C", "C", "C", "C", "C", "C", "C", "O", "H", "H", "H", "H", "H", "H", "H", "H", "C", "C", "C", "C", "C", "C", "C", "O", "C", "C", "C", "C", "C", "C", "C", "O", "H", "H", "H", "H", "H", "H", "H", "H", "C", "C", "C", "C", "C", "C", "C", "O", "C", "C", "C", "C", "C", "C", "C", "O", "H", "H", "H", "H", "H", "H", "H", "H"], "xyz": [[2.9665, 2.9534, -2.1050], [2.4181, 2.4294, -0.7846], [3.4687, 2.1645, 0.2878], [4.6534, 1.2481, -0.1326], [4.8262, 0.0324, 0.6383], [4.3588, -1.3028, 0.1523], [5.5711, -1.9536, -0.5476], [6.2085, -1.1871, -1.7009], [6.8525, -2.0783, -2.7288], [7.5290, -1.4267, -3.7720], [6.8074, -3.2622, -2.7350], [3.1986, -1.1955, -0.8749], [3.3805, -1.9643, -2.0919], [3.2651, -1.0834, -3.1922], [3.5889, 3.8163, -1.9033], [3.5288, 2.1950, -2.6190], [2.1480, 3.2622, -2.7397], [1.7590, 1.5920, -0.9551], [1.7670, 3.2100, -0.3988], [2.9647, 1.6983, 1.1254], [3.8300, 3.1283, 0.6207], [4.5612, 1.0706, -1.1943], [5.5434, 1.8760, -0.0267], [4.4388, 0.1813, 1.5563], [5.2782, -2.9573, -0.8087], [6.3184, -2.0649, 0.2243], [6.9759, -0.5211, -1.3243], [5.5124, -0.5942, -2.2788], [7.4486, -1.9658, -4.6198], [7.2059, -0.4761, -3.9078], [2.3408, -1.6669, -0.3919], [2.8717, -0.1914, -1.1434], [2.3996, -1.2382, -3.5895], [1.7912, -0.1556, 7.8532], [0.5155, -0.1135, 8.4088], [-0.5993, -0.1682, 7.5915], [-0.4456, -0.2554, 6.2130], [0.8345, -0.2759, 5.6557], [1.9505, -0.2356, 6.4810], [1.0228, -0.3237, 4.1768], [2.1288, -0.3411, 3.6874], [-0.1879, -0.3344, 3.3151], [-0.0294, -0.3213, 1.9368], [-1.1434, -0.3339, 1.1160], [-2.4208, -0.3720, 1.6694], [-2.5845, -0.3830, 3.0440], [-1.4692, -0.3546, 3.8729], [-1.6560, -0.3299, 5.3470], [-2.7691, -0.3631, 5.8379], [2.6623, -0.1210, 8.4947], [0.3940, -0.0391, 9.4819], [-1.5922, -0.1399, 8.0195], [2.9397, -0.2641, 6.0446], [0.9645, -0.2971, 1.5059], [-1.0177, -0.3184, 0.0413], [-3.2899, -0.3902, 1.0247], [-3.5763, -0.4079, 3.4754], [4.7116, -1.4427, -6.3656], [5.2278, -2.2219, -7.3957], [4.6852, -2.1435, -8.6673], [3.6137, -1.2948, -8.9133], [3.0792, -0.5287, -7.8716], [3.6418, -0.5995, -6.6039], [1.9013, 0.3511, -8.0996], [1.4345, 1.0217, -7.2028], [1.2985, 0.3845, -9.4636], [0.1665, 1.1573, -9.6868], [-0.3974, 1.2092, -10.9493], [0.1722, 0.4947, -11.9985], [1.2973, -0.2806, -11.7804], [1.8597, -0.3457, -10.5121], [3.0526, -1.2116, -10.2874], [3.5456, -1.8343, -11.2067], [5.1362, -1.4981, -5.3721], [6.0563, -2.8916, -7.2041], [5.0885, -2.7445, -9.4705], [3.2404, -0.0004, -5.7978], [-0.2717, 1.7140, -8.8700], [-1.2823, 1.8084, -11.1197], [-0.2665, 0.5416, -12.9868], [1.7404, -0.8407, -12.5922], [-5.9280, -0.4616, 9.0250], [-5.3964, -1.1860, 7.9639], [-5.9445, -1.0671, 6.6985], [-7.0329, -0.2319, 6.4907], [-7.5810, 0.4803, 7.5622], [-7.0178, 0.3688, 8.8258], [-8.7747, 1.3477, 7.3715], [-9.2505, 1.9714, 8.2986], [-9.3796, 1.4269, 6.0118], [-10.5256, 2.1882, 5.8214], [-11.0918, 2.2822, 4.5624], [-10.5108, 1.6222, 3.4843], [-9.3718, 0.8585, 3.6691], [-8.8068, 0.7508, 4.9330], [-7.5981, -0.1017, 5.1200], [-7.0946, -0.6766, 4.1777], [-5.4918, -0.5490, 10.0116], [-4.5505, -1.8409, 8.1234], [-5.5262, -1.6238, 5.8723], [-7.4354, 0.9296, 9.6504], [-10.9728, 2.7030, 6.6604], [-11.9872, 2.8723, 4.4172], [-10.9511, 1.7024, 2.4990], [-8.9197, 0.3411, 2.8344]], "lowdin_charge": [-0.108, -0.286, -0.193, -0.259, -0.080, -0.301, -0.229, -0.133, -0.559, 0.116, 0.077, -0.210, -0.165, -0.083, 0.071, 0.052, 0.062, 0.082, 0.093, 0.091, 0.092, 0.071, 0.094, 0.054, 0.083, 0.084, 0.118, 0.090, 0.070, 0.080, 0.074, 0.074, 0.086, -0.064, -0.071, -0.013, -0.083, -0.076, 0.000, -0.282, 0.111, -0.078, 0.011, -0.049, -0.062, -0.008, -0.086, -0.275, 0.081, 0.104, 0.101, 0.112, 0.123, 0.116, 0.108, 0.103, 0.114, -0.037, -0.045, -0.005, -0.089, -0.081, 0.007, -0.277, 0.109, -0.081, -0.005, -0.064, -0.065, -0.007, -0.082, -0.279, 0.097, 0.094, 0.109, 0.118, 0.117, 0.120, 0.104, 0.104, 0.118, -0.056, -0.052, 0.000, -0.079, -0.086, -0.006, -0.278, 0.099, -0.082, -0.006, -0.062, -0.061, -0.003, -0.081, -0.275, 0.107, 0.105, 0.110, 0.120, 0.118, 0.119, 0.105, 0.106, 0.120], "charge": -1, "homo_ev": -1.58, "orbital_gap_ev": 1.787, "e_tot_ha": -2755.8247}